C2H4N4S in the gas phase at a distorted geometry. Source: OMol25; level of theory: ωB97M-V/def2-TZVPD.

Values from the calculation:
LUMO energy ... 0.70 eV
ΔE to the lowest compared entry with this formula, charge and spin ... 30.0 kcal/mol
Largest force on an atom ... 0.035 hartree/bohr
Energy ... -18933.2484 eV
SMILES ... Nn1ncnc1S
Orbital gap ... 9.732 eV
E_HOMO ... -0.33192 Eh

```
11
Properties=species:S:1:pos:R:3:forces:R:3:mulliken_charge:R:1
C -0.0365 1.8372 -0.5351 0.44 0.06 -0.81 -0.060
C 0.9868 0.0114 -0.3046 -1.71 0.48 0.38 0.498
H -1.8422 -1.2673 0.1255 1.07 0.05 0.87 0.280
H -1.0985 -1.0091 1.6307 -0.42 -0.34 0.07 0.242
H -0.1528 2.8765 -0.8366 -0.35 -0.39 0.23 0.428
H 1.0864 -2.2007 0.0277 0.58 0.39 -0.01 0.172
N -0.9370 -1.1779 0.6452 -1.11 -0.76 -0.21 -0.751
N -0.3066 -0.0641 0.1794 1.27 -0.26 -0.81 0.869
N -0.9797 1.0715 -0.0088 1.13 1.31 -0.33 -0.849
N 1.1760 1.2191 -0.7902 -0.65 0.06 0.77 -0.570
S 2.1042 -1.2965 -0.1332 -0.25 -0.60 -0.14 -0.259
```
Positions in Å, forces in eV/Å.